[1]
{
  "formula": "C23H42MgN5O",
  "method": "the ωB97M-V functional and the def2-TZVPD basis",
  "species": ["H", "N", "H", "H", "H", "H", "H", "C", "H", "H", "N", "H", "C", "H", "C", "H", "H", "N", "N", "C", "C", "H", "H", "H", "C", "C", "H", "C", "H", "H", "C", "H", "H", "O", "C", "H", "H", "H", "H", "H", "C", "C", "H", "H", "H", "H", "C", "H", "C", "H", "C", "C", "H", "H", "H", "C", "H", "H", "C", "H", "H", "Mg", "H", "H", "N", "H", "C", "C", "C", "H", "C", "C"],
  "coordinates": [[-7.18954, -0.22614, -1.13221], [-0.03782, 1.74843, -0.56168], [-2.98356, 0.77359, 0.66211], [-4.11487, -0.99231, -3.26606], [-5.10942, -1.20440, -0.34995], [3.25192, -2.98852, 3.31490], [1.81188, -0.92912, 3.42360], [-1.41601, 0.65440, 3.65361], [-2.21214, 0.81249, 4.38277], [3.64695, 1.90276, -2.04243], [0.89621, -0.43752, -2.25015], [-1.96709, 3.92277, 0.61091], [-5.28200, -1.41418, -1.40930], [-6.92031, -0.86141, -2.75491], [2.29496, -5.48851, 0.10337], [2.05076, 2.59931, -2.02437], [3.44382, 3.62480, -2.57747], [2.02172, -0.06238, 0.52752], [-1.84473, -1.06338, -1.32896], [4.03050, -2.40801, 2.82436], [2.61202, -0.27470, 3.06439], [4.30772, -4.74405, -0.28435], [3.38695, 0.18006, -4.07577], [2.47522, -5.59755, 1.16674], [2.39326, 0.65227, -4.05999], [-0.87243, 3.92031, 0.60795], [0.63921, 5.38910, 0.09806], [3.01152, 2.63114, -2.54667], [-4.47387, 0.41084, -2.27950], [3.51078, 2.30736, -4.63560], [-4.26645, -0.65900, -2.23287], [3.22720, -4.37688, -1.61542], [-2.28886, 6.26406, 0.17843], [-0.95420, -0.30832, 1.48039], [-3.02320, 0.91498, 1.74421], [3.96730, -2.44591, 1.73242], [-5.18043, -2.49777, -1.46763], [2.51952, 0.71407, 3.50754], [-2.47578, -0.93399, 2.67465], [-1.05862, 6.65896, 1.40265], [0.82477, -5.06396, -0.14651], [-1.22273, 6.42662, 0.34982], [-0.83708, 1.53792, 3.37305], [1.81698, 2.72171, -4.35293], [4.76597, -0.40761, 2.78648], [-4.02140, 0.65646, 2.09736], [2.66490, 2.15901, -3.95973], [2.44716, -6.41373, -0.44812], [-2.90959, -0.85692, -1.69434], [0.19860, -5.58921, 0.57530], [1.56646, 0.02519, -3.05070], [-6.73849, -1.04711, -1.69122], [4.24389, -0.94662, 4.34863], [-0.51284, 5.06132, -1.15278], [-7.45023, -1.85467, -1.49192], [-0.42634, 5.20914, -0.07284], [-0.70645, 0.01090, 4.18770], [-0.62584, 3.78120, 1.66514], [3.27254, -4.49837, -0.53203], [-2.74658, 1.95456, 1.91976], [3.15131, -3.47604, -0.15561], [-0.08441, -0.43981, -0.30005], [0.48780, -5.40461, -1.13034], [5.01559, -2.84532, 2.98832], [0.31958, -2.51681, -0.16011], [-0.92320, 7.29581, -0.23349], [-0.39349, 2.71193, -0.05789], [0.53936, -3.63700, -0.15521], [-1.94751, -0.01316, 2.38829], [2.15193, 0.37329, -5.09112], [2.28798, -0.13705, 1.63640], [3.96329, -0.94467, 3.29538]],
  "forces_ev_per_a": [[0.66, 0.32, 0.02], [-0.19, -0.04, -0.06], [-0.13, -0.16, -0.01], [-0.71, -0.09, -0.03], [0.23, 0.10, -0.05], [0.03, -0.27, -0.19], [-0.07, 0.24, 0.31], [0.46, -0.82, 0.22], [-0.06, 0.58, -0.14], [0.31, 0.24, -0.01], [0.03, 0.01, 0.12], [0.00, -0.38, -0.22], [-1.14, -0.21, 1.13], [0.21, 0.22, 0.02], [-0.02, 1.07, -1.39], [0.28, 0.44, 0.42], [0.01, 0.04, 0.27], [-0.18, -0.05, -0.48], [-0.33, 0.39, -0.14], [0.16, 0.62, -0.56], [-0.26, -0.42, -0.57], [-0.07, -0.23, -0.08], [-0.12, -0.16, 0.85], [0.10, -0.13, 0.04], [1.60, -0.28, -1.02], [-0.51, -0.23, 0.26], [-0.04, -0.10, 0.08], [-0.97, -0.81, -0.45], [0.00, 0.01, 0.15], [-0.14, 0.21, -0.03], [1.17, -0.09, -0.27], [-0.31, -0.49, -0.05], [0.00, 0.07, 0.09], [0.90, 0.07, -0.56], [0.61, -0.48, -0.10], [-0.59, -0.10, 0.07], [0.30, 0.04, -0.41], [0.02, -0.04, 0.20], [-0.02, -0.14, 0.18], [-0.10, 0.00, 0.01], [-0.07, -0.77, -0.24], [-0.11, -0.03, 0.07], [-0.37, 0.32, 0.16], [0.04, 0.03, 0.01], [-0.13, 0.24, 0.00], [-0.08, 0.44, 0.12], [0.20, -0.01, -0.11], [-0.16, -0.39, 0.54], [-0.29, 0.11, -0.08], [-0.26, 0.32, 0.02], [-0.06, 0.21, -0.55], [-1.04, -0.28, -0.81], [-0.37, 0.32, 0.12], [-0.13, 0.02, 0.03], [0.47, -0.29, 0.21], [0.79, 0.10, -0.28], [0.00, -0.18, -0.26], [0.30, 0.43, -0.03], [0.68, 0.83, 0.50], [-0.36, 0.18, 0.20], [-0.21, -0.13, 0.16], [-0.32, 0.04, 1.37], [0.14, -0.11, 0.01], [-0.07, 0.05, 0.55], [0.24, -0.11, -0.06], [0.02, 0.00, 0.02], [-0.31, 0.32, 0.05], [0.20, -0.25, 0.59], [-0.26, 0.18, -0.81], [-1.00, 0.10, 0.26], [0.39, -0.06, 0.74], [0.98, -0.60, -0.09]],
  "mulliken_charge": [0.34, -0.40, 0.01, 0.37, 0.22, 0.33, 0.13, -1.19, 0.38, 0.29, -0.23, 0.29, -0.18, 0.33, -0.30, -0.01, 0.38, -0.51, -0.25, -0.97, -0.31, 0.38, 0.31, 0.33, -0.78, -0.46, 0.35, -0.79, 0.32, 0.32, -0.54, 0.35, 0.35, -0.61, -0.94, 0.11, 0.32, 0.42, 0.27, 0.34, -0.67, -1.34, 0.17, 0.32, 0.37, 0.42, -0.47, 0.25, 0.16, 0.32, 0.33, -1.30, 0.32, 0.35, 0.36, -0.47, 0.27, 0.28, -0.91, 0.17, -0.03, 1.20, 0.29, 0.41, -0.13, 0.38, 0.30, 0.42, 0.34, 0.40, 0.37, -0.64],
  "spin_multiplicity": 1,
  "e_tot_ha": -1450.57718,
  "charge": 1,
  "e_lumo_ev": -1.711,
  "molar_mass_g_mol": 428.928,
  "relative_energy_kj_mol": 48.9,
  "max_force_ev_per_a": 1.920,
  "homo_energy_ev": -9.873
}

=====

[2]
{
  "formula": "C27H46CdFO19P3",
  "method": "the ωB97M-V functional and the def2-TZVPD basis",
  "species": ["C", "H", "H", "H", "C", "H", "H", "P", "H", "O", "H", "H", "O", "H", "O", "C", "H", "C", "H", "O", "H", "C", "H", "H", "C", "H", "H", "O", "O", "H", "P", "H", "C", "H", "C", "O", "F", "H", "C", "C", "O", "O", "C", "H", "H", "C", "O", "H", "H", "H", "C", "C", "H", "H", "O", "H", "C", "H", "H", "H", "H", "C", "O", "O", "C", "P", "H", "C", "C", "H", "H", "C", "C", "H", "C", "C", "O", "H", "H", "O", "H", "H", "C", "C", "H", "O", "C", "O", "O", "H", "H", "O", "H", "H", "H", "Cd", "C"],
  "coordinates": [[-4.44222, 19.73604, 9.98188], [-5.16308, 9.97944, 11.89349], [-8.54117, 14.96645, 9.92353], [-7.58867, 19.35301, 11.97189], [-3.10575, 12.95619, 7.60113], [-4.37084, 20.29826, 9.05080], [-2.60397, 12.87446, 3.41230], [-3.72913, 14.22401, 5.41885], [-3.36520, 16.85720, 10.80666], [-1.89436, 18.52676, 14.83024], [-9.97518, 15.96785, 9.41843], [-0.89979, 16.14929, 4.34088], [-8.30012, 19.20973, 10.01750], [-3.75628, 13.65169, 8.13140], [-4.93053, 16.14368, 8.93349], [-3.93936, 11.50037, 12.62207], [-10.44946, 13.55161, 5.76611], [-0.12389, 17.62383, 9.98270], [-3.18444, 11.94010, 7.98774], [-7.01740, 20.71701, 8.48324], [-4.08231, 16.62504, 8.99132], [-3.61553, 17.30255, 11.75819], [-9.39138, 19.14377, 11.81633], [-6.38796, 12.05649, 5.71381], [-8.98451, 15.59818, 9.15382], [-2.21768, 18.36902, 7.70344], [-7.87301, 22.64111, 8.85817], [-5.77846, 19.48813, 10.31834], [-7.05460, 15.75622, 6.85934], [-2.55756, 15.91745, 8.26121], [-8.21366, 14.86114, 6.75027], [-5.68968, 14.68111, 9.69216], [-2.60294, 17.72085, 12.62285], [0.75753, 16.75222, 11.70575], [-3.64651, 12.90345, 3.09547], [-4.41457, 13.69392, 4.01888], [-3.80413, 18.32021, 7.17729], [-10.38693, 14.36356, 4.14741], [-10.42071, 14.49931, 5.22839], [-4.26261, 13.65872, 11.65898], [-4.48338, 15.22213, 6.20614], [-5.92798, 16.91853, 11.22983], [-0.59892, 15.39758, 10.88800], [-1.07101, 18.26787, 14.40994], [-6.18517, 13.29391, 7.04651], [-2.92117, 18.10663, 13.99047], [-9.11322, 14.68651, 8.07478], [-2.85955, 11.22551, 14.11904], [-2.21875, 14.34285, 9.90516], [-8.34251, 16.45069, 8.93207], [-1.75758, 16.02689, 5.00217], [-1.54671, 15.18784, 9.87779], [-7.19734, 21.97867, 10.27168], [-6.68699, 11.61214, 10.54108], [-3.31586, 10.67193, 13.48113], [-8.33887, 17.80393, 11.46677], [-6.85169, 12.59620, 6.53949], [-11.37907, 14.98109, 5.42213], [-6.26333, 17.94934, 13.76069], [-2.86108, 13.34817, 13.24753], [-4.06708, 11.90606, 2.96725], [-8.40768, 18.89079, 11.42082], [-1.31167, 18.29099, 8.01111], [-9.26162, 15.29712, 5.58372], [-5.85677, 11.86256, 11.18484], [-6.90972, 19.28218, 9.19012], [-4.49554, 18.47765, 15.39484], [-1.77965, 16.18446, 8.96118], [-4.99620, 11.04633, 11.87651], [-3.63668, 13.37722, 2.11387], [-5.56424, 16.61328, 10.39550], [-5.25775, 17.83687, 13.38314], [-3.58866, 12.87237, 12.60672], [-2.07476, 13.25268, 7.79417], [-1.06343, 17.37885, 9.00996], [-0.01555, 16.65390, 10.95803], [-2.24146, 14.65122, 5.00488], [-3.98606, 20.25818, 10.82294], [-2.54391, 16.75997, 4.82221], [-6.72224, 18.25645, 8.15900], [-7.06482, 11.86946, 7.32340], [-3.92527, 14.66286, 11.44850], [-4.28845, 18.18803, 14.37522], [-5.36329, 13.17399, 11.00258], [0.50130, 18.49577, 10.10626], [-6.10398, 13.94540, 10.14898], [-7.05109, 22.00774, 9.19193], [-8.07166, 13.34278, 6.31325], [-3.35824, 12.83860, 6.20641], [-1.41414, 16.29301, 6.00183], [0.49577, 14.72259, 12.26640], [-0.31328, 14.46298, 11.81960], [-3.90004, 18.81084, 9.78660], [-1.59081, 17.81945, 12.25916], [-6.07103, 22.47624, 9.10200], [-5.38894, 17.03053, 7.22611], [-4.93440, 17.38846, 12.11181]],
  "forces_ev_per_a": [[1.25, 0.09, -0.76], [-0.20, -0.19, 0.22], [-0.07, 0.63, 0.50], [-0.20, -0.05, 0.07], [0.75, -0.63, 0.82], [0.04, 0.32, 0.07], [-0.09, -0.34, 0.05], [1.37, -1.62, -0.85], [0.17, 0.26, 0.00], [-0.93, -0.35, -0.19], [0.03, -0.14, 0.07], [-0.40, -0.40, -0.26], [1.28, 0.25, -0.70], [-0.32, -0.07, -0.20], [1.46, -1.01, 2.72], [0.51, 2.87, 0.62], [0.26, -0.02, -0.22], [-0.31, -0.40, 0.64], [-0.31, 0.15, 0.18], [-0.15, 0.44, 0.52], [-0.46, -0.69, 0.50], [1.40, 0.06, 0.36], [0.10, 0.54, -0.43], [-0.53, 0.68, -0.48], [0.19, -0.07, 0.87], [-1.33, -0.50, -0.19], [0.24, -0.30, -0.68], [-2.42, -0.44, -0.62], [-1.62, -1.19, -0.53], [0.14, 0.68, -0.55], [-3.15, -0.86, -0.85], [1.14, 0.69, 0.06], [-1.17, 0.53, 2.07], [0.09, 0.34, 0.37], [0.65, 0.18, -0.25], [0.43, 0.80, 2.04], [0.97, 0.68, -0.19], [0.22, -0.28, 0.12], [0.13, -0.10, -0.06], [0.64, 0.08, 0.79], [0.61, -1.19, -1.44], [-0.08, 1.18, 3.05], [-0.72, 1.08, -0.72], [0.13, 0.02, 0.02], [0.62, -0.18, -0.46], [-0.39, 0.17, -2.06], [0.89, 0.21, -1.99], [0.21, -0.15, 0.06], [0.31, -0.38, -0.07], [0.09, -0.13, -0.10], [-0.20, 0.36, 0.98], [0.23, -0.20, 1.24], [-0.12, -0.93, 0.12], [-0.09, -0.55, 0.32], [0.44, -1.08, 0.58], [0.28, 0.05, 0.43], [-0.01, 0.31, 2.13], [0.34, 0.60, 0.37], [-0.38, -0.31, -0.52], [0.34, -0.31, 0.00], [-0.05, 0.08, 0.41], [0.34, -1.11, -0.18], [2.14, 0.52, 0.76], [0.44, 0.23, 1.07], [1.90, 1.79, -0.89], [-0.60, 2.41, 1.91], [-0.45, 0.06, -0.09], [0.35, -0.66, 0.57], [-0.99, -1.68, 0.05], [-0.31, 0.25, 0.11], [0.89, -0.34, -1.28], [0.36, 0.71, 1.91], [-1.19, -0.83, -1.44], [0.11, 0.21, -0.27], [-1.45, 0.93, -2.33], [1.50, -1.17, -0.12], [-0.42, 0.69, -0.14], [-0.03, -0.01, -0.13], [-0.09, -0.24, -0.49], [-1.84, 1.57, 1.10], [-0.21, -0.22, -0.13], [-0.18, 0.19, 0.21], [1.81, -0.77, -2.04], [-1.35, 0.13, -0.78], [-0.33, 0.29, -0.51], [-1.14, -0.94, -0.06], [0.31, -0.53, 0.43], [1.13, -0.18, -0.62], [-1.36, 1.70, -1.34], [0.10, -0.30, 0.14], [0.05, -0.03, 0.14], [-0.20, -0.78, 0.27], [-0.11, 0.03, 0.16], [0.03, -0.27, 0.16], [-0.16, 0.07, -0.56], [0.47, 0.10, -3.00], [-1.79, -1.10, -0.59]],
  "mulliken_charge": [-0.52, 0.41, 0.19, 0.22, -0.02, 0.45, 0.33, -0.37, -0.23, -0.61, 0.40, 0.33, -0.38, -0.43, 3.01, 0.78, 0.30, -0.87, 0.36, -0.38, -0.88, 1.24, 0.39, 0.28, -0.15, 0.45, 0.31, -0.09, -0.41, -0.25, 0.43, -0.36, -0.71, 0.29, -0.77, -0.45, -0.82, 0.26, -0.71, 0.08, 0.11, -0.27, 0.61, 0.30, -0.52, 0.31, -0.36, 0.31, 0.57, -0.17, -0.56, -0.30, 0.27, 0.43, -0.60, 0.11, 0.11, 0.26, 0.49, 0.29, 0.26, -0.39, -0.66, -0.51, -1.03, 0.70, 0.43, 0.33, -0.59, 0.25, -0.38, -0.44, -0.83, 0.39, 0.44, -0.86, -0.36, 0.29, 0.30, -0.73, 0.28, 0.76, -1.07, -0.02, 0.45, -0.15, -0.74, -0.41, -0.44, 0.14, 0.28, -0.55, -0.12, 0.15, 0.29, 1.79, 0.23],
  "spin_multiplicity": 1,
  "e_tot_ha": -3777.89886,
  "e_lumo_ev": 0.562,
  "molar_mass_g_mol": 898.978,
  "max_force_ev_per_a": 3.371,
  "homo_energy_ev": -7.344
}

=====

[3]
{
  "formula": "C4H16N2O2",
  "method": "the ωB97M-V functional and the def2-TZVPD basis",
  "species": ["H", "C", "C", "H", "H", "H", "H", "H", "H", "O", "H", "H", "H", "O", "H", "N", "C", "H", "H", "H", "H", "C", "N", "H"],
  "coordinates": [[-2.24688, -0.81480, 0.73493], [2.17587, 0.16700, -0.15691], [3.31383, -0.56446, 0.37434], [0.66423, 0.64884, 1.54349], [-1.15022, -0.38264, 1.84807], [-1.71808, -1.89150, 1.84352], [1.10928, -0.72814, -1.81742], [4.07070, 0.15891, 0.66093], [-0.81562, 0.23375, -0.02732], [-3.46558, -0.04676, 0.06391], [2.52291, 1.11228, -0.58117], [-0.50394, 0.29907, -2.98722], [-1.55450, -0.78638, -2.07746], [0.40672, 1.55860, 1.67137], [-1.84496, 0.91821, -2.01991], [-1.41009, -1.16049, 1.27656], [-1.04470, 0.18431, -2.04221], [0.74869, 1.81601, 0.80051], [0.69223, -1.39309, -0.24239], [3.75090, -1.34018, -0.25327], [3.04938, -1.02202, 1.33432], [1.04174, -0.49564, -0.74866], [-0.24113, 0.33776, -0.86090], [-3.72395, 0.82276, 0.42864]],
  "forces_ev_per_a": [[0.79, -0.79, 0.64], [1.21, 1.07, -0.97], [0.38, -0.29, 1.72], [0.27, -0.96, 1.04], [0.08, 0.38, 0.94], [-0.48, -1.45, 1.16], [0.96, -0.33, 0.00], [0.32, -0.08, -0.26], [0.04, 0.66, 0.42], [-0.33, 0.47, -0.29], [-0.81, 0.11, -0.02], [0.30, -0.05, 0.40], [0.18, -0.23, 0.46], [-0.14, 0.05, -0.99], [-0.15, 0.10, 0.10], [-0.27, 1.66, -2.16], [0.00, 1.11, -0.72], [-0.06, 1.17, 0.37], [0.01, -0.14, 0.37], [-0.07, -0.03, -0.22], [-0.04, -0.43, -0.08], [-2.09, 0.60, -1.72], [-0.01, -2.47, -0.31], [-0.10, -0.12, 0.10]],
  "mulliken_charge": [0.21, -0.66, -1.31, 0.36, 0.19, 0.26, 0.50, 0.37, 0.35, -0.44, 0.31, 0.40, 0.41, -0.61, 0.34, -0.67, -0.84, 0.36, 0.27, 0.34, 0.29, 0.08, 0.13, 0.35],
  "spin_multiplicity": 2,
  "e_tot_ha": -421.48922,
  "charge": 1,
  "e_lumo_ev": [-6.546, -7.589],
  "molar_mass_g_mol": 124.184,
  "relative_energy_kj_mol": 555.2,
  "max_force_ev_per_a": 2.770,
  "homo_energy_ev": [-12.662, -14.831]
}